(1)
Density functional theory data (ωB97M-V/def2-TZVPD) for C56H45AsBrCdF3N4O2SSi as an isolated structure.

The geometry in XYZ format:
```
115
Properties=species:S:1:pos:R:3:mulliken_charge:R:1
C 0.779 0.275 -7.110 -1.459
C 4.593 0.093 2.168 -1.010
H -1.974 -0.111 -6.835 0.431
N -0.142 0.146 2.780 0.954
H -0.475 6.842 3.706 0.391
C -0.926 7.513 1.718 -0.512
C 3.122 0.165 0.291 -0.695
H -2.495 0.732 1.961 0.280
O -1.959 0.712 -0.190 -1.259
C 4.414 0.149 0.799 -0.808
C 3.470 0.050 2.977 -0.932
C -0.174 -4.328 -3.135 -0.660
H 0.192 0.171 -8.018 0.397
C 1.746 3.506 -3.354 -0.487
H 1.531 -4.764 5.317 0.445
H 1.621 -0.418 -7.154 0.355
C 0.276 3.219 -1.465 0.146
C 3.068 3.451 1.418 -0.643
C -3.535 -0.562 -4.598 -1.247
Si -0.101 -3.161 0.822 0.343
O -2.983 -1.175 -0.882 -0.545
C -0.193 5.290 2.256 -0.262
C 1.447 -4.868 -0.955 -0.483
H 5.254 0.190 0.119 0.553
N 2.037 0.122 1.059 1.051
H -2.495 -0.772 6.662 0.417
C 0.857 -4.112 3.389 -0.473
F -5.161 0.232 -1.530 -0.249
H 5.125 3.672 1.986 0.444
H 0.777 3.593 -5.264 0.499
C -0.654 5.873 -0.025 -0.212
C 1.820 -4.330 4.367 -0.730
F -4.712 1.232 0.334 -0.261
C -0.456 -3.764 -1.901 -0.269
C -0.064 -0.270 -3.517 -0.969
C 3.504 -3.464 2.899 -0.755
C 0.643 3.466 -4.196 -0.957
C 0.346 -4.031 -0.783 0.302
H 1.156 -5.597 -4.251 0.371
Br -5.312 -0.335 5.933 -0.168
H 2.834 -2.790 0.988 0.603
H -0.380 -0.592 5.450 0.360
H 2.604 -6.072 -2.303 0.412
H -3.760 -1.463 -4.028 0.256
H -1.316 7.883 -0.358 0.404
H 2.952 0.224 -0.776 0.175
C -1.297 -0.333 4.939 -0.559
S 0.886 -0.375 -2.152 -0.402
C 2.632 3.452 -0.959 0.861
H 4.539 -3.215 2.694 0.463
H 2.735 3.658 -3.768 0.389
C -2.481 -4.816 0.743 -0.461
C -4.331 -4.610 2.268 -0.574
C -0.996 7.158 0.379 -0.711
H 2.716 3.386 2.442 0.388
H -0.171 -4.388 3.593 0.401
H 0.098 4.559 3.004 0.316
F -3.947 2.022 -1.535 -0.223
C 1.742 -5.424 -2.194 -0.642
C -2.503 0.387 2.987 0.747
H 1.227 -0.169 4.310 0.096
H 2.085 -5.100 -0.108 0.373
H -5.321 -4.909 2.590 0.395
C -0.243 4.933 0.912 0.546
C -3.683 -0.145 4.991 -0.044
As 0.248 3.089 0.472 0.027
H -1.865 -2.451 3.072 0.636
C -3.747 -5.206 1.161 -0.727
H -4.086 -3.147 3.824 0.433
C 3.148 -4.010 4.125 -0.694
H -0.703 5.613 -1.075 0.307
C -1.300 0.068 3.603 -1.013
C 4.424 3.606 1.163 -0.797
H -3.969 0.275 -4.051 0.118
H 3.554 -0.012 4.055 0.506
H -1.488 3.249 -4.346 0.512
C -3.701 0.280 3.675 -0.720
H -3.992 -0.621 -5.584 0.484
H -1.809 2.968 -1.905 0.406
C -0.064 0.008 -5.909 0.707
C -1.770 -3.821 1.413 0.162
C -2.926 0.019 -0.650 0.021
H 3.901 -4.191 4.882 0.391
N -1.405 -0.431 -3.525 0.425
C 1.024 -0.001 3.252 -1.250
H -4.634 0.517 3.182 0.572
H 1.571 0.054 -4.666 0.287
C -2.489 -0.444 5.632 -0.823
C -4.202 0.877 -0.863 0.426
H -2.044 -5.296 -0.126 0.358
C 4.884 3.667 -0.147 -0.887
C -2.053 -0.378 -4.668 0.955
H -0.816 -4.115 -3.983 0.457
C -3.640 -3.623 2.958 -0.813
C -0.634 3.283 -3.680 -0.565
C 2.175 3.376 0.361 0.070
H 1.179 1.290 -7.067 0.292
H -1.306 -3.093 -1.804 0.482
N 0.570 -0.072 -4.720 0.431
C 1.566 3.390 -1.979 0.802
H 5.943 3.780 -0.341 0.405
C 0.931 -5.158 -3.286 -0.676
C 3.994 3.587 -1.208 -0.676
H -4.280 -5.976 0.616 0.387
C 2.215 0.063 2.384 1.220
Cd -0.334 -0.687 0.390 3.616
H 4.365 3.642 -2.225 0.388
C 1.189 -3.555 2.151 0.529
H 5.584 0.082 2.601 0.479
C 2.534 -3.232 1.935 -0.205
C -1.416 -0.151 -5.912 -1.250
C -0.819 3.141 -2.310 -0.789
C -0.523 6.576 2.658 -0.682
C -2.381 -3.237 2.528 0.010
H -1.191 8.515 2.029 0.365
```

Results
HOMO level: -7.0 eV
frontier orbital gap: 6.396 eV
DFT total energy: -231172.3772 eV
net charge: 0
largest force on an atom: 0.00849 hartree/bohr

---

(2)
Density functional theory data (ωB97M-V/def2-TZVPD) for C56H45MnOP3Si as an isolated structure.

The geometry in XYZ format:
```
107
Properties=species:S:1:pos:R:3:lowdin_spin:R:1
H -0.180 -5.053 -1.918 0.000
C 3.301 1.950 0.803 0.002
H 2.834 -5.606 0.525 0.000
H 0.857 1.351 -5.164 -0.001
H 4.247 0.957 2.465 0.000
P -0.648 -2.364 -0.626 0.037
C 5.710 -0.142 -0.115 0.000
H 3.708 5.181 2.873 0.000
C -1.303 5.777 -2.640 0.000
C -1.787 -2.683 -4.507 0.000
C -2.726 -0.756 0.417 -0.003
C 6.803 -0.984 -0.001 0.000
H -0.477 0.563 -3.260 0.000
H 1.715 -6.401 2.585 0.000
C 1.275 -4.224 0.034 0.004
H 5.205 -3.853 0.839 0.000
C -3.299 -3.040 -0.181 0.001
H -4.698 5.239 -3.267 0.000
C -4.628 -2.802 0.125 -0.002
C -0.877 -4.827 -3.928 0.000
C -3.376 3.404 3.098 -0.001
C -2.346 -2.031 -0.045 0.001
C -0.306 0.147 2.095 0.015
O 0.409 -0.862 1.823 0.046
H -3.725 3.471 -5.042 0.000
C -2.526 5.191 -4.696 0.000
C 1.197 0.554 -1.896 -0.106
H -5.359 -3.593 0.017 0.000
H -1.659 -4.342 -5.862 0.000
C -0.616 -4.376 -2.640 0.002
H 2.363 3.202 -0.674 0.000
C 3.893 1.901 2.066 0.000
H 0.214 2.027 2.939 0.002
C 4.246 -1.977 0.445 0.003
C 0.060 0.995 3.269 0.004
C -5.019 -1.539 0.549 0.000
H 4.508 3.025 3.780 0.000
C -4.600 1.942 -2.690 0.000
C 3.590 4.274 2.294 0.000
C 1.875 -5.196 0.817 0.000
Si -1.505 0.654 0.694 -0.037
C 1.246 -5.643 1.972 0.002
C -1.951 5.054 -1.727 0.000
H -3.208 1.285 2.926 0.000
H 4.398 1.429 -2.752 -0.002
C 1.333 1.198 -4.203 -0.007
C 2.570 0.800 -1.785 0.020
H 7.477 -2.974 0.427 0.000
C -3.190 3.923 -4.204 0.000
C -3.043 4.632 2.544 0.000
H -2.673 0.875 -2.532 0.000
C 6.620 -2.321 0.334 0.000
C -4.079 -0.532 0.692 -0.003
C -1.792 6.057 -3.993 0.000
H -3.936 3.354 4.023 0.000
C 2.994 4.323 1.044 0.000
H -0.630 -5.846 -4.197 0.000
H -6.214 3.296 -2.916 0.000
C 4.425 -0.641 0.099 0.001
C -2.336 2.867 -3.504 0.000
C -1.457 -3.985 -4.861 0.002
C 3.335 1.247 -2.859 -0.006
C -3.119 1.852 -2.646 0.000
C -5.143 3.143 -2.884 0.000
H -1.428 6.950 -4.490 0.000
C -2.432 3.024 -2.013 0.000
C 0.027 -3.706 0.387 0.006
C -2.250 2.272 1.266 -0.007
C -0.935 -3.071 -2.281 0.005
C 2.701 1.447 -4.072 0.028
H -0.777 1.023 3.971 0.000
C -2.342 4.684 1.350 0.000
P 2.973 0.406 -0.080 0.009
C 4.040 3.063 2.806 0.000
H 3.267 1.792 -4.927 0.002
P -1.059 3.642 -0.915 0.001
H -0.263 6.031 -2.447 0.000
C -3.264 4.296 -1.856 0.000
H -2.999 -4.014 -0.549 0.000
H 0.955 0.615 3.758 0.000
C 5.345 -2.817 0.561 0.000
C 2.845 3.164 0.295 0.001
H -1.800 -1.224 -2.948 0.000
Mn 0.637 -0.243 -0.130 3.966
C -4.190 4.297 -3.078 0.000
H 7.800 -0.599 -0.169 0.000
H -2.252 -2.022 -5.227 0.000
C 0.579 0.757 -3.128 0.009
H -4.403 0.451 1.014 0.000
H -0.471 -5.457 3.242 0.000
C 0.018 -5.116 2.339 0.001
H -2.770 5.465 -5.718 0.000
H -2.110 5.646 0.907 0.000
H 5.855 0.904 -0.359 0.000
H -3.338 5.549 3.037 0.000
H 2.643 5.266 0.646 0.000
H -5.195 1.047 -2.560 0.000
C -1.525 -2.231 -3.226 0.002
C -0.593 -4.150 1.550 0.002
C -1.962 3.518 0.688 0.000
C -2.969 2.240 2.467 -0.002
H -1.551 -3.742 1.845 0.000
H 1.779 -3.867 -0.859 0.001
H -6.060 -1.338 0.767 0.000
H -1.421 2.527 -3.971 0.000
H -3.828 4.325 -0.922 0.000
H 3.249 -2.357 0.641 0.002
```

Results
HOMO level (spin up / spin down): -9.8 / -10.2 eV
frontier orbital gap (spin up / spin down): 6.596 / 7.296 eV
multiplicity: 5
DFT total energy: -127905.8698 eV
net charge: +1
largest force on an atom: 0.00894 hartree/bohr
expectation value of S²: 6.1810

---

It is found that the molar mass values, taken in the order of the records, are 1190.4 909.9 g/mol.